# 1
C20H32BrN2O2PS4Tc | ωB97M-V/def2-TZVPD

XYZ file:
```
63
Properties=species:S:1:pos:R:3
Tc 0.1491 0.7796 -0.2594
C 1.8727 3.0672 -2.1703
C 2.9784 2.0199 -2.3119
S 2.5016 0.5082 -1.5506
C 3.5524 0.5302 -0.0105
C 3.2296 1.5755 1.0211
S 1.4568 1.5180 1.4553
C 1.1281 3.2076 1.8395
C -0.3609 3.6277 1.5792
S -1.2481 2.5064 0.4280
C -1.9062 3.6750 -0.8381
C -0.7474 4.0107 -1.7633
S 0.1855 2.3504 -2.1735
H 1.8597 3.8085 -2.9214
H 2.0361 3.6203 -1.1919
H 3.9083 2.3803 -1.8735
H 3.1057 1.9204 -3.4226
H 4.6132 0.6550 -0.3276
H 3.4938 -0.4244 0.4243
H 3.4454 2.6147 0.5859
H 3.7907 1.4392 1.9237
H 1.7767 3.9896 1.3077
H 1.2719 3.2610 2.9347
H -0.4633 4.6802 1.2330
H -0.9921 3.5120 2.4864
H -2.4416 4.5211 -0.3671
H -2.6658 3.1131 -1.3730
H -0.0016 4.7109 -1.3230
H -0.9526 4.3977 -2.7685
Br -0.6508 -0.8414 -2.6813
C -2.3295 -0.7204 -1.6633
C -3.4452 -0.9061 -2.4729
C -4.6519 -1.2749 -1.8655
C -4.7264 -1.3748 -0.4990
C -3.6167 -1.1493 0.2924
C -3.6373 -1.3007 1.6612
C -2.5783 -0.8893 2.4900
C -1.3795 -0.4036 1.9790
C -1.2998 -0.2312 0.5689
C -2.3795 -0.6215 -0.2589
H -3.3728 -0.8328 -3.5589
H -5.5875 -1.3759 -2.4369
H -5.6810 -1.5377 0.0115
H -4.6234 -1.5182 2.1210
H -2.7252 -0.9980 3.5394
H -0.6364 0.0827 2.5859
N 0.7855 -4.5515 -1.5944
C 1.8384 -3.7108 -0.8892
P 0.9757 -2.7267 0.3889
O -0.4592 -3.4072 0.3812
O 1.2255 -1.2231 0.1161
C 1.7093 -3.1658 1.9867
N 0.5577 -3.6675 2.8971
H 0.9293 -5.5693 -1.3975
H 0.8380 -4.4143 -2.6262
H -0.1595 -4.2911 -1.1756
H 2.4131 -3.0963 -1.6203
H 2.5581 -4.4519 -0.5230
H 2.0933 -2.2269 2.4533
H 2.5315 -3.8774 2.0001
H -0.3116 -3.4016 2.4171
H 0.6661 -3.2325 3.8558
H 0.5539 -4.6690 2.9446
```

Calculated values
<S²> = 3.81
E_tot = -5628.71715 Eh
HOMO level (spin up / spin down) = -18.45 / -18.56 eV
Charge = +4
ΔE to the lowest compared entry with this formula, charge and spin = 5.1 kJ/mol
Spin multiplicity = 4

# 2
C5H7PS2 | ωB97M-V/def2-TZVPD

XYZ file:
```
15
Properties=species:S:1:pos:R:3
C 0.7199 0.8069 0.0334
C 0.4277 -0.3280 -0.7664
C 1.5335 0.3841 1.0254
C 1.1904 -1.4183 -0.3238
C 1.8405 -1.0194 0.8085
P -2.9933 0.0568 -0.7934
S -2.4530 -1.0002 0.8714
S -3.9837 1.6152 0.1855
H 0.4625 1.8623 -0.1151
H 0.0014 -0.1597 -1.7500
H 1.6967 0.8139 2.0531
H 1.1025 -2.3223 -0.8581
H 2.5615 -1.5590 1.3599
H -1.5421 -1.8212 0.3166
H -4.6643 1.9033 -0.9740
```

Calculated values
E_tot = -1332.28962 Eh
HOMO level (spin up / spin down) = -6.59 / -6.24 eV

# 3
C28H36NO2 | ωB97M-V/def2-TZVPD

XYZ file:
```
67
Properties=species:S:1:pos:R:3
C -0.0455 3.8985 -2.9697
C 0.8412 4.8367 -2.1637
C 1.5611 4.1204 -1.0190
N 0.7806 3.1396 -0.2958
C 1.3202 2.5485 0.8271
C 0.6782 1.5601 1.5314
C 0.9782 1.2782 2.9548
C 2.1759 2.0712 3.5411
C 3.2384 2.4193 2.4971
C 2.6476 3.1232 1.2747
C -0.4295 2.5619 -0.8295
C -1.0610 3.2549 -2.0425
H -0.5667 4.4642 -3.7442
H 0.5641 3.1342 -3.4648
H 1.6022 5.2963 -2.8006
H 0.2337 5.6488 -1.7450
H 2.4719 3.6448 -1.4361
H 1.9113 4.9018 -0.3248
H -0.0935 0.9545 1.0715
H 0.0903 1.4996 3.5753
H 1.1511 0.1992 3.0869
H 1.7790 3.0063 3.9570
H 2.6273 1.5121 4.3720
H 3.9931 3.0743 2.9476
H 3.7510 1.5037 2.1786
H 3.4005 3.0963 0.4674
H 2.5080 4.1854 1.5362
H -0.2357 1.5088 -1.0911
H -1.1881 2.5320 -0.0319
H -1.7550 4.0161 -1.6670
H -1.6635 2.5157 -2.5792
C -3.6517 -4.4397 5.3195
O -3.8989 -3.0537 5.0227
C -3.2713 -2.4611 3.9723
C -3.4461 -1.0549 3.8412
C -2.7519 -0.3611 2.8727
C -1.8813 -1.0177 1.9625
C -1.2363 -0.2894 0.8860
C -0.5737 -1.0333 -0.1443
C -0.7043 -0.7828 -1.4902
C -0.0589 -1.5667 -2.5134
C 0.2500 -1.0100 -3.7852
C 0.8894 -1.7520 -4.7546
C 1.2210 -3.1105 -4.5052
O 1.8862 -3.7625 -5.4948
C 2.2648 -5.1390 -5.2958
C 0.8686 -3.7057 -3.2668
C 0.2486 -2.9327 -2.2944
C -1.7811 -2.4314 2.0675
C -2.4579 -3.1536 3.0394
H -4.1646 -4.5901 6.2739
H -4.0907 -5.0956 4.5545
H -2.5793 -4.6588 5.4329
H -4.1465 -0.5569 4.5135
H -2.9108 0.7129 2.7610
H -1.7794 0.6318 0.6348
H 0.1209 -1.8196 0.1678
H -1.3572 0.0303 -1.8277
H -0.0129 0.0318 -3.9813
H 1.1631 -1.3257 -5.7198
H 2.8396 -5.3873 -6.1899
H 2.8893 -5.2623 -4.3976
H 1.3780 -5.7876 -5.2262
H 1.0942 -4.7566 -3.0811
H -0.0315 -3.3957 -1.3490
H -1.2098 -2.9758 1.3143
H -2.3842 -4.2435 3.0669
```

Calculated values
E_tot = -1293.43108 Eh
HOMO level = -9.62 eV
Charge = +1

- Number 3 is which compound?
  C28H36NO2

- What is the E_tot in the second record?
  -1332.28962 Eh

- Which formula does entry 2 have?
  C5H7PS2